No. 1
{"formula": "C37H28BrCsIN5O3STe", "method": "wB97M-V/def2-TZVPD", "total_energy_ev": -149236.5930, "homo_energy_ev": -1.9, "de_lowest_kj_mol": 110.1, "charge": -2, "fmax_ha_per_bohr": 0.043, "elements": ["Cs", "O", "C", "N", "C", "C", "C", "C", "C", "C", "N", "C", "O", "C", "C", "C", "C", "C", "N", "C", "C", "C", "C", "C", "N", "H", "H", "H", "H", "H", "H", "H", "H", "H", "H", "H", "H", "O", "N", "C", "C", "C", "C", "C", "S", "H", "H", "H", "H", "C", "Te", "C", "C", "C", "C", "C", "C", "C", "H", "H", "H", "H", "H", "H", "H", "H", "Br", "C", "C", "C", "C", "C", "C", "I", "H", "H", "H", "H"], "xyz": [[-1.82074, -0.62852, -0.48403], [-2.42181, -2.49605, 1.51311], [-1.14624, -2.54980, 1.44963], [-0.38474, -3.04134, 0.53464], [-0.82368, -3.85840, -0.52786], [-1.06194, -5.21467, -0.25374], [-1.31480, -6.14885, -1.24232], [-1.34040, -5.73101, -2.57318], [-1.12749, -4.39431, -2.86345], [-0.86340, -3.42816, -1.87143], [-0.53431, -2.12030, -2.27752], [-1.34781, -1.50927, -3.11407], [-2.54744, -1.76890, -3.37180], [-0.77572, -0.28113, -3.81029], [-1.43174, 0.17423, -4.95607], [-0.93559, 1.28280, -5.62097], [0.19216, 1.92066, -5.11743], [0.77178, 1.40164, -3.97227], [0.30891, 0.32178, -3.33563], [-0.44462, -1.88630, 2.61884], [-0.56340, -2.45856, 3.88741], [-0.11328, -1.75118, 4.98380], [0.42399, -0.48136, 4.79171], [0.52108, -0.00363, 3.49674], [0.11644, -0.69283, 2.42217], [-1.01954, -5.52390, 0.78419], [-1.47837, -7.18806, -0.97934], [-1.52713, -6.43789, -3.37461], [-1.15756, -4.05122, -3.88986], [-2.32190, -0.34985, -5.27430], [-1.42741, 1.65770, -6.51165], [0.60237, 2.80817, -5.58505], [1.64828, 1.86901, -3.52237], [-1.03578, -3.43158, 3.99115], [-0.20320, -2.16658, 5.98201], [0.75420, 0.12438, 5.62645], [0.92780, 0.98693, 3.29815], [0.83925, 2.99656, 0.01071], [0.44071, 3.64320, -1.05006], [1.38117, 4.30297, -1.78629], [1.07426, 5.05294, -2.88951], [-0.26206, 5.12623, -3.28535], [-1.21172, 4.42943, -2.57029], [-0.90344, 3.63790, -1.43103], [-2.05985, 2.69154, -0.59071], [2.38197, 4.17697, -1.40579], [1.86728, 5.55556, -3.43022], [-0.54935, 5.71083, -4.15525], [-2.25174, 4.44307, -2.86230], [3.00693, 0.59170, 0.95483], [1.62748, 0.24545, -0.65576], [2.54202, -1.70279, -0.61841], [3.91627, -1.52921, -0.00784], [4.94256, -2.45955, -0.17480], [6.19932, -2.25368, 0.38756], [6.44218, -1.10015, 1.13059], [5.41922, -0.17314, 1.31129], [4.15516, -0.37786, 0.75698], [2.50641, 0.38850, 1.90821], [3.33730, 1.62900, 0.96344], [2.58170, -2.12876, -1.62186], [1.90100, -2.35423, -0.01057], [4.75208, -3.35259, -0.76372], [6.98598, -2.98614, 0.24336], [7.42223, -0.92174, 1.55995], [5.60452, 0.73035, 1.88605], [-5.69751, 0.37916, 5.35174], [-4.74163, 1.80002, 4.50786], [-5.02553, 3.08561, 4.95879], [-4.36971, 4.17008, 4.39375], [-3.43071, 3.96075, 3.39191], [-3.14974, 2.67246, 2.95383], [-3.80901, 1.56453, 3.49260], [-3.29284, -0.32479, 2.70458], [-5.75386, 3.22606, 5.74913], [-4.59775, 5.17542, 4.73726], [-2.90827, 4.79724, 2.93463], [-2.40926, 2.52747, 2.16992]], "lowdin_charge": [1.17, -0.39, -0.75, 0.08, -0.23, -0.05, -0.14, -0.13, -0.04, -0.25, -0.08, -0.73, -0.07, -0.21, -0.01, -0.08, -0.08, -0.17, 0.05, -0.29, -0.04, -0.09, -0.08, -0.15, 0.10, 0.10, 0.08, 0.08, 0.11, 0.11, 0.09, 0.09, 0.08, 0.12, 0.10, 0.09, 0.11, -0.28, -0.25, -0.07, -0.12, -0.13, -0.12, -0.71, 0.46, 0.12, 0.09, 0.09, 0.09, -0.42, 1.34, -0.41, -0.28, -0.05, -0.12, -0.12, -0.06, -0.28, 0.02, 0.05, 0.05, 0.04, 0.11, 0.08, 0.08, 0.10, 0.65, -0.73, -0.17, -0.11, -0.09, -0.16, -0.68, 1.19, 0.08, 0.09, 0.11, 0.04]}


No. 2
{"formula": "C37H28N9O3STl", "method": "wB97M-V/def2-TZVPD", "total_energy_ev": -73907.3183, "homo_energy_ev": -7.5, "de_lowest_kj_mol": 16.7, "fmax_ha_per_bohr": 0.027, "elements": ["Tl", "O", "C", "C", "C", "C", "C", "C", "C", "O", "N", "N", "C", "C", "C", "C", "C", "C", "N", "H", "H", "H", "H", "H", "H", "H", "H", "H", "H", "C", "O", "C", "C", "C", "C", "C", "C", "C", "N", "C", "C", "N", "C", "C", "C", "C", "N", "C", "C", "N", "C", "C", "C", "C", "H", "H", "H", "H", "H", "H", "H", "H", "H", "H", "H", "H", "H", "H", "S", "C", "N", "C", "C", "C", "N", "H", "H", "H", "H"], "xyz": [[-0.15768, 1.95310, -1.98994], [-4.81878, 2.39160, -5.70764], [-4.00058, 1.69470, -6.49884], [-4.48598, 1.30480, -7.74884], [-3.70468, 0.57920, -8.61974], [-2.41038, 0.22570, -8.26354], [-1.91198, 0.62470, -7.04364], [-2.67838, 1.36160, -6.14094], [-2.06488, 1.82630, -4.87864], [-0.85448, 1.57160, -4.61344], [-2.85888, 2.57970, -4.12714], [-2.40378, 2.97690, -2.93444], [-3.03548, 3.93910, -2.36114], [-2.59808, 4.45170, -1.09034], [-3.38768, 5.36550, -0.37634], [-2.92058, 5.86680, 0.82026], [-1.67758, 5.45010, 1.28216], [-0.97108, 4.53580, 0.51706], [-1.40778, 4.04350, -0.62674], [-4.27328, 2.63400, -4.90044], [-5.49128, 1.59630, -8.00954], [-4.10298, 0.28650, -9.58004], [-1.80138, -0.35070, -8.94244], [-0.89348, 0.38780, -6.77864], [-3.89968, 4.41260, -2.83124], [-4.35168, 5.66200, -0.76224], [-3.50538, 6.57460, 1.39036], [-1.27078, 5.82390, 2.20926], [-0.00728, 4.17590, 0.84976], [5.35852, -4.49080, 9.57386], [4.39682, -3.46250, 9.54036], [3.90452, -3.06850, 8.33906], [3.03152, -1.97530, 8.35166], [2.47752, -1.50220, 7.18556], [2.77862, -2.09840, 5.95556], [3.65012, -3.18750, 5.95286], [4.21082, -3.66740, 7.12086], [2.18232, -1.60020, 4.73036], [1.24952, -0.67740, 4.63496], [0.99442, -0.53000, 3.30686], [1.80932, -1.39050, 2.56756], [2.55092, -2.06690, 3.49306], [1.81792, -1.42300, 1.15256], [2.63152, -2.26690, 0.38466], [2.60082, -2.15750, -0.98554], [1.76242, -1.19560, -1.55254], [0.96752, -0.42010, -0.85464], [0.95082, -0.51960, 0.47756], [0.01962, 0.30190, 1.22926], [-0.88068, 1.02380, 0.54466], [-1.80828, 1.67700, 1.20806], [-1.86138, 1.74850, 2.60286], [-0.91498, 1.06710, 3.33116], [0.03452, 0.29630, 2.64876], [5.67362, -4.57120, 10.61266], [6.22142, -4.24690, 8.94766], [4.93832, -5.44790, 9.25136], [2.81162, -1.51580, 9.30226], [1.81122, -0.65520, 7.19816], [3.90732, -3.69020, 5.03176], [4.88102, -4.51140, 7.07196], [3.23102, -2.78330, 3.30346], [3.28182, -2.98320, 0.86746], [3.22712, -2.77310, -1.61174], [1.74672, -1.05650, -2.62634], [-2.55438, 2.17330, 0.60656], [-2.63198, 2.32690, 3.08956], [-0.89788, 1.07930, 4.41086], [-1.77608, -0.71040, -2.25644], [-0.91538, -1.59120, -3.36504], [-0.28318, -0.95980, -4.42174], [0.41352, -1.64400, -5.33014], [0.53732, -3.00390, -5.22904], [-0.14148, -3.60250, -4.14484], [-0.83218, -2.93610, -3.27144], [-0.45578, 0.08250, -4.52814], [0.85952, -1.08010, -6.13964], [1.09902, -3.58160, -5.94134], [-0.12108, -4.67760, -4.01034]], "lowdin_charge": [0.79, 0.04, -0.27, -0.02, -0.09, -0.10, -0.03, -0.07, -0.44, -0.21, 0.02, -0.04, -0.08, -0.28, -0.02, -0.06, -0.06, -0.16, 0.02, 0.06, 0.11, 0.10, 0.09, 0.09, 0.13, 0.11, 0.11, 0.10, 0.11, -0.09, -0.08, -0.27, 0.01, -0.01, -0.16, -0.03, -0.02, -0.26, 0.19, -0.17, -0.13, 0.18, -0.07, 0.00, -0.04, -0.15, 0.02, -0.15, -0.14, 0.05, -0.15, -0.04, 0.01, -0.07, 0.09, 0.10, 0.10, 0.12, 0.11, 0.10, 0.10, 0.14, 0.11, 0.11, 0.10, 0.11, 0.11, 0.12, 0.64, -0.84, 0.07, -0.08, -0.05, -0.13, 0.06, 0.06, 0.13, 0.09, 0.11]}


No. 3
{"formula": "C37H29IN2NdO4P2S2", "method": "wB97M-V/def2-TZVPD", "total_energy_ev": -113634.0395, "homo_energy_ev": [-9.9, -9.9], "s_squared": 3.753, "de_lowest_kj_mol": 250.3, "charge": 1, "multiplicity": 4, "fmax_ha_per_bohr": 0.014, "elements": ["Nd", "S", "P", "C", "P", "S", "C", "C", "C", "C", "C", "C", "C", "C", "C", "C", "C", "C", "C", "C", "C", "C", "C", "C", "C", "C", "C", "C", "C", "C", "H", "H", "H", "H", "H", "H", "H", "H", "H", "H", "H", "H", "H", "H", "H", "H", "H", "H", "H", "H", "O", "C", "O", "C", "C", "C", "C", "C", "N", "C", "O", "O", "H", "H", "H", "H", "H", "I", "C", "C", "C", "C", "C", "N", "H", "H", "H", "H"], "xyz": [[1.75740, 0.45527, -0.31347], [2.31391, -1.52404, 1.48104], [0.44959, -1.92932, 0.64719], [-1.49288, 0.57779, -0.65815], [-1.30491, 1.30877, 0.98753], [0.46839, 2.05270, 1.66718], [-2.49336, 2.67092, 0.78643], [-2.25187, 3.86275, 1.46680], [-3.09521, 4.95217, 1.29662], [-4.17898, 4.86147, 0.43681], [-4.42705, 3.67611, -0.24316], [-3.59495, 2.58090, -0.06773], [-1.98004, 0.21015, 2.24465], [-1.18587, -0.27098, 3.27953], [-1.74076, -1.08892, 4.25327], [-3.08495, -1.42387, 4.19892], [-3.87974, -0.94711, 3.16355], [-3.33085, -0.13117, 2.18856], [-0.41009, -3.22528, 1.56104], [-1.79322, -3.29393, 1.44527], [-2.49068, -4.31421, 2.07758], [-1.80714, -5.25149, 2.83661], [-0.42408, -5.17552, 2.96335], [0.27749, -4.16695, 2.32344], [0.82523, -2.70017, -0.97691], [-0.25319, -2.88828, -1.85108], [-0.05278, -3.43817, -3.10136], [1.23178, -3.80420, -3.50669], [2.30246, -3.62198, -2.65121], [2.09931, -3.06955, -1.38732], [-1.39636, 3.93763, 2.12395], [-2.90265, 5.86898, 1.83799], [-4.83591, 5.71061, 0.30162], [-5.27596, 3.59994, -0.90953], [-3.79340, 1.66505, -0.60862], [-0.13511, -0.00843, 3.32145], [-1.11479, -1.46609, 5.05045], [-3.51519, -2.05920, 4.96139], [-4.92991, -1.20395, 3.11837], [-3.96188, 0.23646, 1.39027], [-2.32884, -2.54548, 0.87297], [-3.56767, -4.36812, 1.98758], [-2.35053, -6.04238, 3.33640], [0.10394, -5.90740, 3.55961], [1.35352, -4.09976, 2.42327], [-1.25010, -2.58622, -1.54866], [-0.89183, -3.58397, -3.76886], [1.38510, -4.23563, -4.48727], [3.29804, -3.92055, -2.95523], [2.93188, -2.94431, -0.70273], [-1.81497, 1.27002, -2.99191], [-1.10308, 1.37393, -1.83255], [-0.23507, 0.25794, -1.50313], [-0.40601, 2.69202, -1.74503], [-1.06077, 3.89626, -2.02442], [-0.38779, 5.07693, -1.80299], [0.91965, 5.03993, -1.30977], [1.48813, 3.80776, -1.08761], [0.84458, 2.66346, -1.32755], [2.85699, 3.56560, -0.52252], [3.62262, 4.58325, -0.18082], [3.27617, 2.42945, -0.37509], [-2.42767, 0.53060, -2.86196], [-2.07934, 3.87862, -2.38350], [-0.87123, 6.02413, -1.99647], [1.44266, 5.96895, -1.12109], [3.17157, 5.42680, -0.31705], [2.59636, 0.14367, -3.55311], [4.26980, -0.45084, -2.46873], [5.37928, -0.97846, -3.10678], [6.45168, -1.33569, -2.30582], [6.37432, -1.15582, -0.93237], [5.21437, -0.63283, -0.39623], [4.17227, -0.28272, -1.16050], [5.39886, -1.10259, -4.17893], [7.34283, -1.75409, -2.75499], [7.19413, -1.42511, -0.28294], [5.09439, -0.50220, 0.67112]], "lowdin_spin": [3.04, -0.01, -0.01, 0.00, 0.00, -0.01, 0.00, 0.00, 0.00, 0.00, 0.00, 0.00, 0.00, 0.00, 0.00, 0.00, 0.00, 0.00, 0.00, 0.00, 0.00, 0.00, 0.00, 0.00, 0.00, 0.00, 0.00, 0.00, 0.00, 0.00, 0.00, 0.00, 0.00, 0.00, 0.00, 0.00, 0.00, 0.00, 0.00, 0.00, 0.00, 0.00, 0.00, 0.00, 0.00, 0.00, 0.00, 0.00, 0.00, 0.00, 0.00, 0.00, 0.00, 0.00, 0.00, 0.00, 0.00, 0.00, 0.00, 0.00, 0.00, 0.00, 0.00, 0.00, 0.00, 0.00, 0.00, 0.00, 0.00, 0.00, 0.00, 0.00, 0.00, 0.00, 0.00, 0.00, 0.00, 0.00]}